{"formula": "C5H17AgN3O4", "method": "ωB97M-V with the def2-TZVPD basis set", "species": ["Ag", "O", "H", "O", "H", "C", "O", "N", "N", "H", "H", "H", "H", "C", "C", "C", "O", "C", "N", "H", "H", "H", "H", "H", "H", "H", "H", "H", "H", "H"], "xyz": [[-0.1897, -1.1631, -0.6624], [0.0282, -3.5394, 0.2925], [0.8397, -4.0447, 0.4939], [-1.4471, -2.4627, -2.1947], [-1.2964, -1.7747, -2.8718], [2.6693, -1.1350, -0.1141], [3.4083, -0.2460, -0.2439], [2.2658, -1.9747, -1.0160], [2.0650, -1.4845, 0.9785], [1.7099, -2.7778, -0.7587], [2.9271, -1.9629, -1.7793], [1.4128, -2.2555, 0.9942], [2.0630, -0.8663, 1.7772], [-1.5960, 1.9119, 2.2869], [-1.5706, 1.0464, 1.0080], [-0.9988, 1.8916, -0.1090], [-0.6407, 1.1161, -1.2782], [-0.1446, 1.9264, -2.3431], [-0.7887, -0.1165, 1.2958], [-2.4234, 2.5968, 2.1012], [-0.5987, 2.2885, 2.5144], [-1.8308, 1.4035, 3.2220], [-2.5959, 0.7273, 0.8208], [-0.0475, 2.3277, 0.1957], [-1.7377, 2.6168, -0.4500], [0.0419, 1.2657, -3.1898], [0.7838, 2.4494, -2.1139], [-0.8700, 2.6760, -2.6593], [-0.0667, 0.2403, 1.9053], [-1.3714, -0.6805, 1.8978]], "lumo_energy_ha": 0.10072, "e_above_lowest_kcal_mol": 14.14, "orbital_gap_ev": 5.74, "multiplicity": 1, "charge": -1}

=====

{"formula": "C5H17BCl2N2O3P", "method": "ωB97M-V with the def2-TZVPD basis set", "species": ["N", "C", "C", "C", "O", "P", "B", "N", "O", "O", "H", "H", "H", "H", "H", "H", "H", "H", "H", "H", "H", "H", "H", "Cl", "C", "C", "Cl", "H", "H", "H", "H"], "xyz": [[4.6253, 1.3382, -0.4356], [3.7740, 0.5445, -1.3283], [2.9602, -0.4868, -0.5522], [2.6802, -1.7570, -1.3787], [1.6668, -2.4498, -0.7243], [0.3975, -1.3104, -0.2134], [-0.8169, 0.1390, 0.2931], [-1.7160, 0.8165, -0.6885], [-0.8500, 0.6250, 1.6055], [1.7071, -0.0005, -0.1698], [4.0854, 1.5473, 0.3980], [4.8453, 2.2343, -0.8520], [4.4049, 0.0318, -2.0665], [3.0509, 1.1616, -1.8813], [3.5302, -0.7577, 0.3569], [3.5820, -2.3754, -1.4686], [2.3668, -1.4475, -2.3938], [0.7191, -1.6632, 1.1465], [-0.6543, -2.3128, -0.2975], [0.2040, -1.0092, -1.6384], [-1.0970, 1.2179, -1.3925], [-2.1793, 0.0843, -1.2289], [-0.0246, 1.0381, 1.8755], [-4.4989, -0.5978, 3.3534], [-4.0732, 0.6329, 2.1221], [-5.1799, 0.8118, 1.1162], [-5.3737, -0.5998, 0.0381], [-3.1317, 0.3450, 1.6634], [-3.9244, 1.5694, 2.6570], [-4.9433, 1.6594, 0.4755], [-6.1363, 0.9709, 1.6088]], "lumo_energy_ha": 0.10603, "orbital_gap_ev": 6.87, "multiplicity": 1, "charge": -1}

=====

{"formula": "C5H17N2", "method": "ωB97M-V with the def2-TZVPD basis set", "species": ["C", "N", "C", "C", "H", "H", "H", "H", "H", "H", "H", "H", "H", "C", "C", "N", "H", "H", "H", "H", "H", "H", "H", "H"], "xyz": [[0.1247, 0.7266, -2.2722], [0.1356, -0.3503, -1.2413], [-1.0734, -1.2046, -1.3210], [1.4099, -1.0876, -1.2842], [-0.7188, 1.3875, -2.0771], [0.0936, 0.2564, -3.2530], [1.0415, 1.2989, -2.1405], [-1.0560, -1.9037, -0.4802], [-1.9290, -0.5360, -1.2091], [-1.0626, -1.7398, -2.2724], [1.3796, -1.9011, -0.5591], [2.1964, -0.3686, -1.0492], [1.6097, -1.5649, -2.2462], [-0.3367, 0.0061, 3.0084], [-0.7474, 0.8831, 1.8617], [0.4620, 1.1584, 0.9747], [-1.1471, -0.2529, 3.6997], [0.1335, -0.9296, 2.6870], [0.3504, 0.5070, 3.6989], [-1.4731, 0.3848, 1.2141], [-1.2445, 1.7994, 2.1835], [1.2300, 1.0951, 1.6420], [0.4850, 2.1421, 0.7129], [0.1368, 0.1935, -0.2774]], "lumo_energy_ha": -0.09623, "e_above_lowest_kcal_mol": 14.60, "orbital_gap_ev": 11.87, "multiplicity": 1, "charge": 1}

=====

{"formula": "C5H17N2O", "method": "ωB97M-V with the def2-TZVPD basis set", "species": ["C", "C", "C", "C", "C", "N", "N", "H", "H", "H", "H", "H", "H", "H", "H", "H", "H", "H", "H", "H", "H", "H", "H", "H", "O"], "xyz": [[-2.2747, -0.0577, 1.1607], [-1.0572, 0.7089, 0.6891], [-0.5258, 0.2620, -0.6689], [0.7879, 0.9621, -1.1229], [1.1224, 0.5535, -2.6156], [1.4522, -0.8202, -2.7325], [0.0393, 0.5611, 1.7410], [-3.1453, 0.3074, 0.6041], [-2.2426, -1.1138, 0.8634], [-2.4911, 0.0899, 2.2099], [-1.3263, 1.7692, 0.6584], [-0.3080, -0.8061, -0.6281], [-1.2372, 0.4482, -1.4628], [0.6975, 2.0455, -1.0751], [1.6610, 0.6502, -0.5481], [2.0490, 1.1028, -2.8471], [0.2905, 0.8078, -3.2628], [2.4202, -1.0901, -2.5729], [0.9400, -1.3736, -3.4227], [0.3692, -0.4162, 1.7183], [0.8128, 1.2076, 1.5887], [-0.3519, 0.7874, 2.6521], [0.0105, -2.4033, 3.0835], [1.5155, -2.2155, 3.2902], [0.7919, -1.9672, 2.7001]], "lumo_energy_ha": [-0.23278, -0.42759], "e_above_lowest_kcal_mol": 0.00, "orbital_gap_ev": [12.47, 7.17], "multiplicity": 2, "charge": 2, "s_squared": 0.755}

=====

{"formula": "C5H17N2O2", "method": "ωB97M-V with the def2-TZVPD basis set", "species": ["C", "C", "C", "C", "C", "N", "N", "H", "H", "H", "H", "H", "H", "H", "H", "H", "H", "H", "H", "H", "H", "H", "O", "H", "H", "O"], "xyz": [[0.2587, 2.6938, -1.8769], [-0.0096, 1.1527, -2.1930], [-1.2555, 0.5424, -1.7285], [-1.1472, -0.0429, -0.3034], [-0.1242, -0.9831, -0.0525], [0.3172, -1.0065, 1.3054], [-2.0251, 0.4445, 0.5146], [1.2326, 3.1686, -2.3480], [0.3196, 2.9347, -0.7658], [-0.5560, 3.1613, -2.4495], [0.0862, 1.0936, -3.3021], [0.8412, 0.6949, -1.7381], [-1.6281, -0.1607, -2.6374], [-2.1074, 1.2223, -1.9057], [0.4750, -1.4798, -0.8071], [-0.4020, -1.1557, 2.0879], [1.1315, -1.7583, 1.2991], [0.8018, -0.1154, 1.4571], [-2.3943, 0.0015, 1.3868], [-2.5422, 1.4135, 0.2560], [3.4406, -1.2144, 0.4089], [3.3117, -2.8246, 0.7339], [3.0215, -1.9200, 0.9135], [-1.0149, -1.8711, 4.2152], [0.2809, -2.3390, 3.8505], [-0.3119, -1.6523, 3.6790]], "lumo_energy_ha": [0.02572, 0.01968], "e_above_lowest_kcal_mol": 47.90, "orbital_gap_ev": [3.38, 8.45], "multiplicity": 2, "charge": 0, "s_squared": 0.751}

=====

{"formula": "C5H17N2O2", "method": "ωB97M-V with the def2-TZVPD basis set", "species": ["C", "C", "C", "C", "N", "C", "N", "H", "H", "H", "H", "H", "H", "H", "H", "H", "H", "H", "H", "H", "H", "H", "O", "H", "H", "O"], "xyz": [[0.0872, -1.6897, -0.7940], [1.4851, -0.9593, -1.0333], [1.3596, 0.4849, -0.6521], [1.3271, 1.4114, -1.6695], [1.4674, 2.7410, -1.3115], [1.4446, 0.7364, 0.7821], [-1.1086, -0.8006, -0.4553], [0.0746, -2.5220, -0.0921], [-0.1860, -2.2303, -1.7017], [1.7302, -1.0441, -2.1053], [2.3350, -1.4431, -0.5200], [1.4577, 1.2191, -2.7452], [2.0741, 3.3693, -1.8198], [1.2929, 3.0184, -0.3676], [0.5871, 0.3299, 1.2851], [1.6954, 1.7537, 1.0654], [2.3386, 0.1622, 1.1590], [-1.0365, -0.6052, 0.5606], [-1.9706, -1.3336, -0.5562], [-1.1740, 0.1013, -0.9761], [-1.1066, -1.1270, 3.4085], [-0.8177, 0.3948, 3.1266], [-1.2727, -0.3901, 2.8074], [-3.0389, -0.2903, 1.4593], [-3.8735, -1.4886, 1.5767], [-3.3315, -1.0370, 0.9171]], "lumo_energy_ha": -0.10500, "e_above_lowest_kcal_mol": 33.80, "orbital_gap_ev": 8.31, "multiplicity": 1, "charge": 1}

=====

{"formula": "C5H17N3O", "method": "ωB97M-V with the def2-TZVPD basis set", "species": ["C", "C", "N", "C", "C", "N", "O", "H", "H", "H", "H", "H", "H", "H", "H", "H", "H", "H", "H", "C", "N", "H", "H", "H", "H", "H"], "xyz": [[-0.1744, 1.7544, 0.8658], [-0.8648, 1.1180, -0.3514], [-0.3015, 1.6931, -1.5667], [-1.2294, -0.5569, -0.5008], [-1.5030, -1.1430, 0.8807], [-0.3184, -1.3873, -1.2098], [-2.4373, -0.4959, -1.2320], [-0.2651, 1.1311, 1.7517], [0.8793, 1.9561, 0.6714], [-0.6271, 2.7251, 1.0671], [-1.8983, 1.4707, -0.3185], [0.6123, 1.3017, -1.7756], [-0.9098, 1.4965, -2.3584], [-2.2034, -0.5112, 1.4201], [-0.5872, -1.2441, 1.4544], [-1.9450, -2.1316, 0.7597], [-0.0982, -0.9961, -2.1208], [0.6351, -1.4460, -0.6915], [-2.4434, -1.2306, -1.8562], [2.3798, -0.7377, 1.2354], [1.9303, -0.4532, -0.1187], [1.5602, -1.1906, 1.7921], [3.2027, -1.4516, 1.2005], [2.7137, 0.1528, 1.7817], [2.6979, -0.0956, -0.6785], [1.1950, 0.2719, -0.1014]], "lumo_energy_ha": 0.03299, "e_above_lowest_kcal_mol": 28.75, "orbital_gap_ev": 9.27, "multiplicity": 1, "charge": 0, "smiles": "C[C@@H](N)[C@](C)(N)O.CN"}

=====

{"formula": "C5H17NO2", "method": "ωB97M-V with the def2-TZVPD basis set", "species": ["C", "N", "C", "C", "C", "C", "H", "H", "H", "H", "H", "H", "H", "H", "H", "H", "H", "H", "H", "H", "H", "O", "H", "H", "O"], "xyz": [[-0.7741, -2.6197, 0.9817], [-0.0790, -1.4977, 0.4070], [-0.2389, -0.1618, 0.9297], [-1.1035, 0.7757, 0.0384], [-0.7917, 2.2535, 0.4283], [-2.5678, 0.4097, 0.1152], [-1.4087, -3.1261, 0.2527], [-0.0679, -3.3489, 1.3975], [-1.3655, -2.3501, 1.8662], [-0.0085, -1.5004, -0.6013], [-0.7200, -0.1451, 1.9122], [0.7570, 0.2951, 0.9345], [-0.7493, 0.5975, -0.9424], [-0.4232, 2.2128, 1.4571], [-0.1895, 2.6948, -0.3677], [-1.7134, 2.8387, 0.4561], [-2.7287, -0.5265, -0.3955], [-2.9388, 0.1835, 1.1114], [-3.2446, 1.0316, -0.4867], [3.7209, 1.6605, -1.1600], [2.3133, 1.9964, -0.6222], [3.0817, 2.3782, -1.0546], [4.1136, -1.4386, -2.9227], [3.2086, -1.5794, -1.6711], [3.9181, -1.0335, -2.0635]], "lumo_energy_ha": [0.12322, 0.11960], "e_above_lowest_kcal_mol": 27.00, "orbital_gap_ev": [2.45, 8.34], "multiplicity": 2, "charge": -1, "s_squared": 0.750}

=====

{"formula": "C5H17NO2", "method": "ωB97M-V with the def2-TZVPD basis set", "species": ["C", "C", "C", "N", "C", "C", "H", "H", "H", "H", "H", "H", "H", "H", "H", "H", "H", "H", "H", "O", "H", "H", "O", "H", "H"], "xyz": [[-0.5937, -0.5928, -2.6996], [0.7054, -0.6515, -1.9122], [0.9219, 0.5303, -0.9594], [0.3332, 0.4729, 0.3857], [-0.6409, 1.5101, 0.7980], [-2.0631, 0.9895, 0.9831], [-0.5448, 0.0616, -3.5661], [-0.7323, -1.5826, -3.1421], [-1.4897, -0.4259, -2.1041], [1.5525, -0.6310, -2.6045], [0.8914, -1.6016, -1.4025], [1.9922, 0.6796, -0.7989], [0.6201, 1.4445, -1.4912], [-0.0883, -0.4447, 0.4990], [-0.5418, 2.3329, 0.0886], [-0.2514, 1.9014, 1.7361], [-2.8198, 1.7692, 0.9667], [-2.1041, 0.5156, 1.9700], [-2.3056, 0.1759, 0.2998], [2.6729, 0.7694, 2.6470], [2.1023, 1.2133, 1.9829], [2.3647, -0.1261, 2.4861], [-1.2175, -2.4347, 0.3719], [-0.7133, -3.1747, 0.7833], [-2.0586, -2.7789, 0.0919]], "lumo_energy_ha": 0.01352, "e_above_lowest_kcal_mol": 22.16, "orbital_gap_ev": 8.87, "multiplicity": 1, "charge": 0, "smiles": "CCCNCC.O.O"}